This record from the OMol25 dataset describes C19H22N4O3S in the gas phase in a non-equilibrium geometry. The level of theory is ωB97M-V/def2-TZVPD.

energy above the lowest of the compared OMol25 structures with the same formula, charge and spin = 7.982 eV
E = -42992.0047 eV
HOMO = -8.0 eV
LUMO level = -0.35 eV
maximum force = 0.1073 hartree/bohr
multiplicity = 1

Each line ends with the Mulliken charge.
Atoms and positions in Å:
O: 4.51424 6.85992 5.76327  -0.584
O: 5.34368 5.14667 6.66198  -0.602
N: 4.14651 4.80396 2.14813  -0.501
O: -0.24717 -1.77368 0.16592  -0.420
S: 5.25484 3.50168 4.04736  -0.208
C: 4.48384 3.53492 2.48642  0.532
C: 4.15263 5.60450 3.37074  -0.570
C: 1.08071 -1.31592 -1.69170  -1.247
C: 4.73725 5.03319 4.44259  0.387
C: 0.04730 -2.13498 -1.11491  0.883
C: 0.72362 0.03020 1.52124  -0.973
C: 1.64210 1.18490 1.43820  -0.300
C: 2.32610 0.68243 -0.82155  -1.276
C: 0.72913 -0.79370 0.38783  0.268
C: 1.50134 -0.50238 -0.71768  1.328
C: 2.53793 1.44710 0.32525  0.629
N: 4.33841 2.48162 1.66657  -0.183
N: -2.91008 -2.41694 -1.76384  0.194
N: 4.86455 5.69604 5.69036  0.946
C: 3.51305 2.54679 0.40805  -0.835
C: -0.60467 -3.27727 -1.87716  -0.697
C: -2.01268 -3.50741 -1.40425  -1.138
C: -3.12856 -2.04370 -3.16316  -0.611
C: -4.32755 -1.06981 -3.09468  -0.615
C: -4.95918 -3.71866 -0.86901  -1.315
C: -4.98003 -1.29350 -1.72205  -0.813
C: -4.23513 -2.35559 -0.95512  0.176
H: 3.87775 6.64225 3.37714  0.435
H: 1.53693 -1.33583 -2.69841  0.355
H: 0.20572 -0.16002 2.44132  0.442
H: 1.77502 1.91878 2.28839  0.284
H: 2.93503 0.84706 -1.68269  0.372
H: 4.50205 1.61303 2.11875  0.277
H: 4.21230 2.46719 -0.45267  0.306
H: 3.03352 3.56224 0.20747  0.314
H: -0.18677 -4.25779 -1.70090  0.438
H: -0.54039 -3.12384 -2.97116  0.237
H: -2.31758 -4.47376 -1.91679  0.394
H: -1.96782 -3.67942 -0.38380  0.563
H: -2.30620 -1.61010 -3.68650  0.377
H: -3.53914 -3.01265 -3.67051  0.238
H: -5.14464 -1.32175 -3.79995  0.277
H: -4.03888 -0.00993 -3.23372  0.286
H: -6.06395 -3.63316 -0.78083  0.384
H: -4.73921 -4.31393 -0.02249  0.381
H: -4.78996 -4.38048 -1.82901  0.230
H: -6.02900 -1.57111 -1.87743  0.365
H: -4.88779 -0.39975 -1.14873  0.292
H: -4.05918 -2.11745 0.09367  0.299



This record from the OMol25 dataset describes 9 unconnected molecules or ions with the total composition C28H79N5O9 in a non-equilibrium geometry. The level of theory is ωB97M-V/def2-TZVPD.

energy above the lowest of the compared OMol25 structures with the same formula, charge and spin = 1.010 eV
E = -56191.7029 eV
HOMO = -8.3 eV
LUMO level = 0.49 eV
maximum force = 0.0422 hartree/bohr
multiplicity = 1

Each line ends with the Mulliken charge.
Atoms and positions in Å:
C: -1.75139 -2.96813 -3.90130  -1.176
C: -1.66621 -1.59326 -4.56057  0.845
C: -0.60950 -0.71629 -3.92779  -0.046
O: -0.55998 0.56030 -4.58145  -0.488
C: -1.66655 1.32598 -4.32132  -0.641
N: -1.47260 -1.72894 -6.01108  -0.716
H: -2.18748 -2.84632 -2.89288  0.025
H: -0.81207 -3.47218 -3.62525  0.178
H: -2.40719 -3.61418 -4.47451  0.468
H: -2.63248 -1.12441 -4.32812  0.019
H: 0.37565 -1.14668 -4.14788  0.209
H: -0.76029 -0.59740 -2.84125  -0.094
H: -2.52785 0.94032 -4.88278  0.335
H: -1.50796 2.35046 -4.64745  0.368
H: -1.91840 1.35362 -3.25602  0.145
H: -0.69825 -2.37684 -6.16882  0.264
H: -1.19810 -0.83945 -6.42413  0.319
C: -5.22586 -1.58253 -2.59036  -1.330
C: -4.54277 -2.14039 -1.35657  1.891
C: -5.10710 -1.52202 -0.09843  -1.285
O: -4.86273 -0.14883 -0.11130  0.140
C: -5.31372 0.49240 1.04955  -0.989
N: -4.73274 -3.61828 -1.33160  -0.677
H: -4.96563 -0.50850 -2.54677  0.019
H: -6.31229 -1.64987 -2.59179  0.418
H: -4.80184 -1.91794 -3.53346  0.392
H: -3.48162 -1.93221 -1.44619  -0.729
H: -4.56532 -1.94265 0.77395  0.404
H: -6.17844 -1.73182 0.03043  0.325
H: -6.41016 0.43618 1.17582  0.332
H: -5.12570 1.55947 0.90770  0.212
H: -4.82428 0.12408 1.95846  0.339
H: -4.25239 -4.04470 -0.54054  0.275
H: -5.71194 -3.86706 -1.29786  0.291
C: 0.41431 -1.26158 5.77814  -1.288
C: 1.17926 -0.03656 6.22995  0.471
C: 2.64883 -0.23269 5.96472  -0.278
O: 3.20203 -1.38851 6.52552  -0.429
C: 3.30835 -1.30606 7.88803  -0.740
N: 0.67627 1.13846 5.48581  -0.776
H: -0.64219 -1.02815 5.72949  0.372
H: 0.60648 -2.11970 6.42898  0.371
H: 0.78166 -1.54763 4.78675  0.105
H: 1.01856 0.13737 7.29928  0.368
H: 3.20431 0.66167 6.30626  0.393
H: 2.80876 -0.29332 4.88105  0.013
H: 3.38494 -0.26798 8.21699  0.346
H: 4.20950 -1.84472 8.18055  0.265
H: 2.45021 -1.79518 8.36133  0.235
H: 1.42264 1.85762 5.48195  0.315
H: 0.68547 0.92002 4.46001  0.378
C: -0.77208 0.87356 0.27915  -0.288
C: -0.56863 0.00335 1.50621  0.425
C: -0.17106 -1.40532 1.09996  -1.348
O: 0.99118 -1.31890 0.34415  0.530
C: 1.37301 -2.56742 -0.14619  -1.030
N: 0.46913 0.55804 2.39932  -0.034
H: -1.08661 1.88387 0.55475  0.662
H: -1.59223 0.48950 -0.35185  -0.144
H: 0.11490 0.92284 -0.35136  -0.589
H: -1.51865 -0.07833 2.03011  0.504
H: -0.98604 -1.80955 0.47789  0.388
H: -0.01660 -2.03642 1.98865  0.437
H: 0.54309 -3.03036 -0.69475  0.340
H: 1.69664 -3.21878 0.68070  0.298
H: 2.22484 -2.42881 -0.80270  0.199
H: 0.49799 1.56354 2.22055  0.097
H: 1.35889 0.18920 2.05413  -0.439
C: 2.22843 1.30954 -2.83540  -1.304
C: 3.32130 1.49785 -1.84008  0.984
C: 3.24383 0.56792 -0.68029  0.869
O: 4.37232 0.78904 0.09672  -0.460
C: 4.35809 -0.06469 1.20042  -0.175
N: 4.63508 1.45562 -2.49564  -0.773
H: 2.42280 1.91898 -3.71920  0.443
H: 1.22695 1.51426 -2.45203  0.113
H: 2.14628 0.29080 -3.25070  0.235
H: 3.23398 2.50007 -1.39032  -0.268
H: 3.23963 -0.48879 -0.99806  -0.191
H: 2.32709 0.76022 -0.10246  -0.649
H: 3.40459 0.00390 1.73730  -0.303
H: 5.15719 0.23823 1.87264  0.345
H: 4.54475 -1.10179 0.88295  0.339
H: 5.34293 1.32051 -1.77361  0.307
H: 4.68368 0.65107 -3.11815  0.315
C: -5.51922 2.43444 -2.87513  -1.059
C: -4.47064 2.87999 -1.89540  0.462
O: -3.40375 3.63872 -2.52242  -0.480
H: -6.32649 1.91302 -2.34320  0.293
H: -5.14065 1.67285 -3.56383  0.175
H: -5.94299 3.26957 -3.43624  0.434
H: -4.01122 2.01946 -1.41139  -0.384
H: -4.91530 3.51560 -1.11438  0.326
H: -3.83074 4.38014 -2.97042  0.264
C: 0.29619 4.58702 -0.76079  -0.801
C: 1.27099 4.52870 0.38280  0.111
O: 0.67693 4.01959 1.61395  -0.469
H: -0.68615 4.92417 -0.41088  0.315
H: 0.12266 3.61391 -1.22297  -0.014
H: 0.67052 5.26396 -1.53039  0.439
H: 1.73291 5.50970 0.55745  0.402
H: 2.09927 3.85593 0.13723  -0.258
H: 0.00491 4.65565 1.89896  0.266
C: 2.79851 -4.84074 -2.69612  -0.697
C: 2.16851 -5.90781 -3.50174  -0.333
O: 1.27695 -5.33064 -4.47942  -0.514
H: 2.96658 -3.94026 -3.28984  0.267
H: 3.80093 -5.17732 -2.41175  0.402
H: 2.22860 -4.57895 -1.81268  -0.012
H: 1.67019 -6.64876 -2.85394  0.288
H: 2.94441 -6.51110 -4.00849  0.294
H: 0.55403 -5.93333 -4.66981  0.286
C: 4.53961 3.46751 4.46433  -1.357
C: 3.49989 2.98546 3.48633  0.593
O: 2.20240 3.13487 4.02785  -0.548
H: 4.37661 4.50961 4.74852  0.322
H: 5.55018 3.38638 4.04699  0.379
H: 4.51501 2.88199 5.38586  0.261
H: 3.68997 1.92311 3.26549  -0.182
H: 3.56435 3.50775 2.52582  0.255
H: 1.63517 3.53209 3.35362  0.270



This record from the OMol25 dataset describes a molecular structure, C5H8Br2F5N2O4RhTe in a non-equilibrium geometry. The level of theory is ωB97M-V/def2-TZVPD.

E = -180457.1242 eV
HOMO (spin up / spin down) = -9.6 / -9.6 eV
LUMO level (spin up / spin down) = -2.11 / -2.11 eV
maximum force = 0.0226 hartree/bohr
multiplicity = 1

Each line ends with the Mulliken charge.
Atoms and positions in Å:
Rh: -0.35423 0.54563 -0.31295  0.693
N: 0.96714 0.34876 1.31575  -0.252
C: 2.31273 0.76300 0.87222  -0.340
C: 2.43520 0.81234 -0.64434  0.418
O: 3.50455 0.90676 -1.19522  -0.652
N: 1.23518 0.86252 -1.29740  0.116
C: 1.19625 0.69430 -2.74064  -0.482
C: 0.25716 -0.40272 -3.23266  0.630
O: 0.59664 -1.26967 -3.98449  -0.568
O: -1.04170 -0.37987 -2.81761  -0.136
H: 0.69266 0.82350 2.17178  0.168
H: 0.92311 -0.65636 1.49134  0.299
H: 3.08946 0.10134 1.25249  0.329
H: 2.51954 1.76795 1.24275  0.264
H: 2.18645 0.43519 -3.10893  0.329
H: 0.86273 1.62808 -3.20400  0.267
Br: -2.65958 1.58793 0.59148  0.059
C: -2.55253 1.66167 2.51360  -0.351
Br: -1.03286 2.65797 3.11773  -0.107
H: -2.45794 0.64031 2.84514  0.191
H: -3.44419 2.15958 2.86168  0.381
F: -1.61306 -1.28144 1.88885  -0.529
Te: -1.72663 -2.65394 0.43138  1.639
F: -0.03788 -1.33196 -0.36944  -0.546
F: -2.84915 -3.65992 1.54085  -0.432
F: -1.44250 -4.23833 -0.58797  -0.452
F: -0.21003 -3.23615 1.33836  -0.390
O: -1.35651 0.71350 -1.97974  -0.543